Molecular formula: C41H80Br2O12
Method: DFT, the ωB97M-V functional and the def2-TZVPD basis

Structure (XYZ):
```
135
Properties=species:S:1:pos:R:3:forces:R:3
C -4.42739 4.12588 -0.00114 0.036 -0.188 0.531
C -3.78381 2.74910 0.04088 -0.536 0.491 0.219
O -3.19238 2.34864 -1.17248 0.267 -0.407 0.347
C -2.08288 3.13737 -1.52687 -0.317 0.457 -0.602
C -1.03102 2.30317 -2.19303 -0.680 -0.443 -0.291
O -0.12152 1.66646 -1.29888 -0.020 0.504 0.028
C 1.08359 2.31455 -1.14760 0.876 -0.791 0.567
O 2.12015 1.34931 -1.47819 -0.403 0.404 0.229
C 1.89811 0.17180 -0.83821 0.148 1.907 1.125
O 1.76533 -0.82378 -1.41213 0.202 -2.975 -1.836
C 1.35037 2.84208 0.29298 -1.714 1.577 -0.515
Br 1.92324 4.71858 0.08680 0.963 -0.416 -0.410
C 0.11298 2.78818 1.26311 1.480 0.130 1.160
C 0.62155 2.24360 2.59986 -0.224 -0.164 -0.393
Br -0.62838 4.56073 1.70355 -0.958 -0.655 0.037
H -4.63971 4.40149 1.02668 -0.105 0.126 0.261
H -5.37783 4.11475 -0.51576 -0.104 0.071 -0.430
H -3.77151 4.89357 -0.38631 0.141 0.189 -0.278
H -4.56569 2.04394 0.27347 -0.113 -0.508 -0.021
H -3.08414 2.71956 0.87517 0.393 -0.103 -0.003
H -2.41988 3.86264 -2.26946 0.026 0.255 -0.152
H -1.69144 3.71719 -0.69756 0.124 -0.012 0.324
H -0.54088 2.87851 -2.97203 0.565 0.100 0.062
H -1.56389 1.50873 -2.69943 -0.049 -0.330 -0.162
H 1.23088 3.10676 -1.85844 -0.064 0.287 -0.361
H 1.85032 0.17418 0.25818 0.010 0.597 0.264
H 2.20769 2.37075 0.72286 0.306 -0.348 0.277
H -0.66794 2.12088 0.93675 -0.310 0.254 -0.631
H -0.19750 1.90669 3.21898 -0.235 0.152 0.254
H 1.23706 1.37446 2.39941 0.253 -0.283 0.059
H 1.20296 2.99634 3.11141 0.232 0.071 0.238
C -1.45680 -3.47955 -0.54759 0.023 -0.025 -0.215
C -0.75062 -2.13928 -0.38722 -0.231 -0.033 0.260
C -1.91874 -1.21580 -0.05894 -0.104 -0.075 -0.119
O -2.88906 -2.01390 0.63331 0.123 0.010 -0.059
C -2.53834 -3.39566 0.51065 -0.005 0.020 0.227
H -0.80270 -4.34014 -0.41430 -0.053 -0.032 0.016
H -1.90864 -3.54410 -1.54171 0.009 -0.011 0.004
H -0.05700 -2.18397 0.45827 0.023 0.010 -0.031
H -0.19753 -1.82648 -1.26120 -0.002 -0.005 -0.096
H -2.38513 -0.82208 -0.96767 0.067 0.085 0.000
H -1.63005 -0.37114 0.57101 -0.075 0.016 0.018
H -2.16872 -3.73842 1.48241 0.050 -0.105 -0.051
H -3.42606 -3.97652 0.25282 -0.061 0.065 0.064
C -3.28015 1.09066 5.77638 -0.107 -0.080 0.051
C -2.25042 0.28006 4.99853 0.099 0.069 -0.028
C -2.96740 0.05845 3.67522 -0.150 -0.042 -0.027
O -3.81402 1.19488 3.47296 0.083 0.057 0.092
C -3.88439 1.95811 4.68130 0.113 0.103 -0.097
H -2.85598 1.67362 6.59271 0.007 0.013 -0.015
H -4.04085 0.42538 6.19136 0.003 0.008 0.010
H -1.34771 0.87707 4.84342 -0.001 -0.027 0.032
H -1.96251 -0.65118 5.48483 -0.019 -0.023 0.001
H -3.59792 -0.83414 3.71064 0.064 0.062 -0.062
H -2.28212 -0.03715 2.83000 -0.079 -0.006 -0.044
H -3.30714 2.87910 4.53991 -0.020 0.028 0.072
H -4.92266 2.22712 4.87876 -0.020 -0.014 -0.072
C 5.87725 2.30556 -2.58778 0.030 0.034 -0.168
C 7.00617 2.79129 -1.68760 -0.008 -0.078 0.138
C 6.66219 4.26445 -1.52734 -0.035 0.142 -0.137
O 5.23609 4.36359 -1.60541 0.190 -0.160 -0.102
C 4.70108 3.12155 -2.07457 -0.027 0.042 0.136
H 5.70212 1.23176 -2.53468 -0.022 0.005 0.015
H 6.09110 2.56535 -3.62798 -0.006 -0.016 0.006
H 6.95485 2.28616 -0.71986 0.017 0.008 -0.005
H 8.00041 2.63083 -2.10215 -0.004 0.021 -0.010
H 7.09265 4.86324 -2.33770 0.078 -0.013 0.031
H 7.00131 4.67637 -0.57542 -0.050 0.042 0.000
H 4.21151 2.62300 -1.23671 -0.040 -0.064 -0.022
H 3.95335 3.31474 -2.84643 -0.033 0.067 0.049
C -3.81972 -4.63851 3.79785 0.058 -0.085 -0.110
C -3.78869 -5.73514 4.85513 -0.121 0.045 0.122
C -2.56342 -5.34240 5.66884 0.144 -0.001 -0.068
O -2.46467 -3.91608 5.59655 -0.073 -0.062 -0.072
C -3.35596 -3.42661 4.58852 -0.034 0.002 0.133
H -4.79809 -4.49716 3.34079 0.001 0.024 0.003
H -3.10290 -4.86491 3.00741 -0.021 -0.034 -0.003
H -4.68660 -5.68058 5.47565 0.018 -0.019 0.013
H -3.71994 -6.74148 4.44478 0.034 0.013 -0.018
H -1.65012 -5.77060 5.24125 -0.029 -0.076 0.012
H -2.63281 -5.64770 6.71363 0.029 0.073 0.022
H -4.19756 -2.93127 5.08659 -0.031 0.049 -0.070
H -2.83832 -2.69222 3.96948 0.063 -0.102 0.062
C 2.82527 1.11200 -6.81015 -0.056 0.016 -0.154
C 3.52832 2.42972 -6.50564 0.090 -0.024 0.139
C 2.35077 3.35740 -6.24472 -0.113 0.026 -0.092
O 1.30791 2.54615 -5.69458 0.089 -0.021 -0.001
C 1.64479 1.16248 -5.85195 0.038 -0.026 0.222
H 3.45234 0.23417 -6.66194 -0.003 0.005 0.029
H 2.47162 1.10830 -7.84392 0.003 -0.016 0.007
H 4.13435 2.32790 -5.60129 -0.001 0.015 -0.008
H 4.17351 2.78104 -7.30952 -0.019 0.006 -0.012
H 1.98289 3.80508 -7.17403 0.067 0.039 -0.010
H 2.59193 4.15969 -5.54587 -0.065 -0.004 0.032
H 1.91424 0.76124 -4.86881 0.001 -0.068 -0.028
H 0.77487 0.61862 -6.22136 -0.048 0.065 0.014
C 5.32219 6.98614 0.28216 0.086 0.050 -0.057
C 6.45616 7.48131 1.17360 -0.034 -0.063 0.124
C 6.11883 8.95884 1.31497 -0.012 0.086 -0.126
O 4.69512 9.05905 1.23883 0.048 -0.088 -0.029
C 4.15223 7.81314 0.78780 -0.046 -0.009 0.173
H 5.14130 5.91561 0.34770 -0.046 0.012 -0.037
H 5.53314 7.23026 -0.76158 -0.026 -0.049 -0.008
H 6.40569 6.98979 2.14861 0.021 0.012 -0.002
H 7.44919 7.31161 0.75817 -0.003 0.021 -0.015
H 6.54904 9.54470 0.49511 0.077 -0.018 0.024
H 6.46084 9.38330 2.25987 -0.063 0.040 0.006
H 3.66150 7.32552 1.63776 -0.037 -0.054 -0.050
H 3.40426 8.00166 0.01624 -0.010 0.081 0.026
C 2.05666 -6.65577 1.61230 -0.006 -0.129 0.111
C 1.75208 -7.60771 0.46033 0.024 0.087 -0.124
C 0.24989 -7.80570 0.60828 -0.046 -0.080 0.111
O -0.26706 -6.59037 1.16095 0.092 0.002 0.005
C 0.81584 -5.77674 1.61969 -0.044 0.146 -0.113
H 2.97730 -6.08860 1.48345 -0.017 0.015 -0.022
H 2.12787 -7.21357 2.54904 0.007 0.017 0.001
H 1.97428 -7.12187 -0.49269 -0.002 -0.019 -0.001
H 2.30867 -8.54261 0.50319 -0.017 -0.007 0.020
H 0.02253 -8.62191 1.30212 0.030 -0.046 -0.042
H -0.24596 -8.01039 -0.34098 -0.059 0.050 0.020
H 0.92566 -4.93347 0.92791 0.081 0.048 0.066
H 0.58103 -5.38419 2.61027 -0.083 -0.010 -0.014
C -6.03611 -5.53300 -3.30052 -0.111 -0.056 0.078
C -5.04542 -4.88259 -2.34152 0.099 0.082 -0.107
C -4.34510 -6.09697 -1.75300 -0.036 -0.141 0.152
O -4.35072 -7.10724 -2.76560 -0.083 0.131 -0.038
C -5.23184 -6.71578 -3.82239 0.146 0.036 -0.069
H -6.37973 -4.87114 -4.09413 0.022 -0.002 -0.009
H -6.91035 -5.88730 -2.74925 -0.003 0.002 -0.019
H -4.33044 -4.27266 -2.89960 -0.011 0.017 0.019
H -5.51159 -4.25335 -1.58461 -0.004 -0.011 0.003
H -4.88649 -6.48510 -0.88299 0.025 0.079 0.055
H -3.31641 -5.88724 -1.45542 0.025 -0.082 -0.021
H -4.62372 -6.43066 -4.68792 -0.068 0.013 -0.045
H -5.85823 -7.56305 -4.10364 0.047 -0.047 0.034
```
Forces are in eV/Å.

## Properties
Charge: 0
Total energy (eV): -208464.4297
Multiplicity: 1